DFT (ωB97M-V with the def2-TZVPD basis set) results for one molecule with the formula C5H10O2 in a non-equilibrium geometry.

```
17
Properties=species:S:1:pos:R:3:forces:R:3
O 0.182 2.981 -0.750 -1.04 -0.32 -0.28
C 0.208 1.533 -0.830 -0.21 -1.83 -1.09
C 0.027 1.006 0.530 0.55 0.38 0.90
C -0.767 -0.125 1.067 -0.23 -0.95 0.16
C -0.060 -1.535 1.233 -0.67 0.92 0.60
O 0.668 -1.835 0.102 0.80 0.13 -0.54
C 0.267 -1.425 -1.142 0.71 -2.01 0.13
H 0.572 3.470 -1.498 -0.19 -0.99 0.23
H -0.440 0.696 -1.483 0.25 2.70 0.67
H 1.154 1.295 -1.308 0.57 -0.23 0.33
H 0.488 1.629 1.299 -0.03 -0.08 -0.11
H -1.118 0.111 2.077 -0.02 0.17 -0.08
H -1.657 -0.379 0.480 0.08 0.43 -0.30
H -0.811 -2.307 1.461 -0.13 0.22 -0.21
H 0.627 -1.535 2.084 0.12 0.10 -0.21
H -0.507 -2.073 -1.580 -0.54 0.68 0.18
H 1.169 -1.507 -1.743 -0.02 0.69 -0.37
```
Forces are in eV/Å.

The value obtained for the energy relative to the best compared isomer or geometry (same formula, charge and spin) is 633.0 kJ/mol. For the HOMO energy (spin up / spin down), the calculation gives -7.821 / -8.338 eV. The LUMO energy (spin up / spin down) is 0.129 / 0.180 eV. Its strongest force on any atom is 2.79 eV Å⁻¹. The HOMO-LUMO gap (spin up / spin down) comes out at 8.0 / 8.5 eV. The value obtained for the energy is -9436.48281 eV.

These are the Mulliken partial charges, in e, on atoms 1 to 4:
1 O -0.53
2 C -0.12
3 C -0.26
4 C -0.70